Computed, not measured: C2H2IN2PS as an isolated structure, with ωB97M-V/def2-TZVPD.

Results
* frontier orbital gap: 7.640 eV
* highest occupied orbital energy: -8.406 eV
* calculated total energy: -1223.990418 a.u.
* energy above the lowest of the compared OMol25 structures with the same formula, charge and spin: 277.7 kJ/mol

The geometry in XYZ format:
```
9
Properties=species:S:1:pos:R:3:forces:R:3
C 1.441110 0.772547 0.065822 3.6502 0.5806 1.2019
C 4.942795 1.095755 0.031515 3.1809 1.1462 -0.9807
N 2.620387 0.775618 0.243324 -2.0554 0.5852 -0.7037
N 3.819896 0.723016 0.500881 -2.5010 -1.5753 1.6759
P 0.091306 -0.101799 -0.610659 -2.6199 1.6465 1.5946
S 5.628127 2.543535 -0.279664 -0.6912 -0.3911 -0.0720
I 6.308461 -0.666813 -0.007433 -0.3547 0.2728 -0.0603
H 0.942659 -0.678934 -1.390325 1.8849 -1.9574 -2.4698
H -0.081832 1.011715 -1.471052 -0.4938 -0.3075 -0.1860
```
Positions in Å, forces in eV/Å.



Computed, not measured: C2H2IN4 as an isolated structure, with ωB97M-V/def2-TZVPD.

Results
* frontier orbital gap (spin up / spin down): 9.206 / 7.263 eV
* net charge: +1
* highest occupied orbital energy (spin up / spin down): -13.989 / -15.069 eV
* calculated total energy: -593.613632 a.u.
* 2S+1: 3
* expectation value of S²: 2.046

The geometry in XYZ format:
```
9
Properties=species:S:1:pos:R:3:forces:R:3
C 1.839658 0.174451 -0.044578 -0.8776 -1.6838 -0.0637
C -1.825897 -0.315925 0.019970 -1.9317 -0.8991 0.0716
N 0.367845 -1.072635 -0.162334 1.9427 0.2877 0.0701
N 1.150393 1.256171 0.033010 1.6695 -0.3305 -0.0748
N -0.049545 1.270635 0.008699 -1.8729 1.5683 -0.0048
N -0.527644 -0.249659 -0.096127 1.2779 0.8110 0.2068
I 3.746452 -0.381172 0.081455 -0.5476 0.1253 -0.0785
H -2.397467 0.599149 0.034998 0.2109 0.1354 0.0088
H -2.303791 -1.281015 0.124909 0.1286 -0.0143 -0.1356
```
Positions in Å, forces in eV/Å.



Computed, not measured: one molecule with the formula C2H2INO, with ωB97M-V/def2-TZVPD.

Results
* frontier orbital gap: 9.275 eV
* highest occupied orbital energy: -9.769 eV
* SMILES: [H]/N=C/C(=O)I
* calculated total energy: -505.059930 a.u.
* energy above the lowest of the compared OMol25 structures with the same formula, charge and spin: 19.2 kJ/mol

The geometry in XYZ format:
```
7
Properties=species:S:1:pos:R:3:forces:R:3
C -0.487393 -0.085794 -0.178002 -0.6938 -2.1814 -1.1154
C 0.913287 -0.416261 -0.089102 1.7974 0.0671 1.1010
N -0.986445 0.968546 0.155501 -0.6367 3.2148 1.0187
O 1.158698 -1.569844 -0.011779 1.0891 -0.5210 -0.3098
I 2.369076 1.135716 0.380808 -0.4057 -0.3695 -0.3313
H -0.974922 -1.018400 -0.441942 -0.7087 -0.0809 -0.1916
H -1.992302 0.986035 0.184514 -0.4416 -0.1291 -0.1716
```
Positions in Å, forces in eV/Å.



Computed, not measured: one molecule with the formula C2H2INO2, with ωB97M-V/def2-TZVPD.

Results
* frontier orbital gap (spin up / spin down): 8.233 / 8.237 eV
* highest occupied orbital energy (spin up / spin down): -9.545 / -9.548 eV
* SMILES: O=[N+]([O-])/C=C/I
* calculated total energy: -580.136155 a.u.
* energy above the lowest of the compared OMol25 structures with the same formula, charge and spin: 559.9 kJ/mol

The geometry in XYZ format:
```
8
Properties=species:S:1:pos:R:3:forces:R:3
C 0.068454 -0.550718 0.250084 -6.3850 4.3784 -2.0700
C -1.163335 0.444185 -0.105618 6.4151 -3.0168 1.8813
N 1.444541 0.025997 0.069809 -1.8315 -4.1265 -1.2043
O 1.590448 1.193043 0.003952 0.5528 2.0333 0.3609
O 2.261093 -0.863025 -0.183207 0.1322 0.9532 0.5960
I -3.140487 -0.138343 0.025257 0.6714 0.1100 -0.1292
H -0.168923 -1.652731 0.220039 1.0112 1.4363 0.3058
H -0.891794 1.541593 -0.280315 -0.5663 -1.7679 0.2596
```
Positions in Å, forces in eV/Å.



Computed, not measured: a 2-piece molecular cluster, C2H2INO2 overall, with ωB97M-V/def2-TZVPD.

Results
* frontier orbital gap: 9.214 eV
* highest occupied orbital energy: -10.088 eV
* SMILES: C#C[N+](=O)[O-].I
* calculated total energy: -580.133244 a.u.
* energy above the lowest of the compared OMol25 structures with the same formula, charge and spin: 567.5 kJ/mol

The geometry in XYZ format:
```
8
Properties=species:S:1:pos:R:3:forces:R:3
C 1.786166 0.595543 0.609860 -0.7024 -0.9266 -0.3503
C 1.109309 -0.340250 0.290542 0.6596 1.0256 0.4143
N 0.332854 -1.442354 -0.063428 0.2847 -0.0672 -0.2114
O -0.656127 -1.652735 0.592811 -0.5295 -0.1292 0.3024
O 0.738382 -2.094030 -0.998541 -0.0145 -0.2610 -0.2797
I -2.755589 1.181040 -0.121590 0.1214 -0.4861 0.4124
H -2.931101 2.328081 -1.188082 -0.0900 0.4762 -0.4214
H 2.376106 1.424704 0.878428 0.2707 0.3683 0.1339
```
Positions in Å, forces in eV/Å.



Computed, not measured: C2H2INO3P as an isolated structure, with ωB97M-V/def2-TZVPD.

Results
* frontier orbital gap: 7.951 eV
* net charge: -1
* highest occupied orbital energy: -5.018 eV
* calculated total energy: -996.950868 a.u.
* energy above the lowest of the compared OMol25 structures with the same formula, charge and spin: 365.8 kJ/mol

The geometry in XYZ format:
```
10
Properties=species:S:1:pos:R:3:forces:R:3
C -0.439101 -0.305601 0.739785 -1.0203 -0.1539 -0.1285
C -0.111059 -1.711156 0.990846 2.9581 2.0789 1.6259
N -1.353237 -0.968500 1.305587 -0.2663 1.0117 -0.1619
O 1.438752 1.546826 0.325434 1.8390 0.4291 0.5156
O -1.041314 2.194826 -0.113126 -1.2748 0.9404 -0.3902
O 0.309850 0.151052 -1.923082 -0.5232 2.3250 1.7601
P 0.068144 1.278851 -0.021265 -0.3693 -3.2243 -1.5194
I 0.384980 1.723070 -3.155134 0.0514 -0.8035 0.1073
H 0.015346 -2.211897 0.082807 -0.0697 -1.5331 -0.9333
H 0.727639 -1.697471 1.768148 -1.3248 -1.0703 -0.8756
```
Positions in Å, forces in eV/Å.



Computed, not measured: a 2-piece molecular cluster, C2H2IO2S overall, with ωB97M-V/def2-TZVPD.

Results
* frontier orbital gap: 6.619 eV
* net charge: -1
* highest occupied orbital energy: -3.395 eV
* calculated total energy: -923.814524 a.u.
* energy above the lowest of the compared OMol25 structures with the same formula, charge and spin: 0.0 kJ/mol

The geometry in XYZ format:
```
8
Properties=species:S:1:pos:R:3:forces:R:3
C 0.361067 1.546632 -0.029733 -0.5718 -1.4365 0.1055
C -0.313278 -0.552778 0.387979 0.3040 0.7506 0.1453
O -0.574166 2.196822 0.256131 -0.7362 0.7453 0.3032
O 1.462190 1.402973 -0.417684 1.0651 0.0045 -0.3608
S 0.747389 -1.846402 -0.177754 -0.1176 -0.0646 -0.0017
I -2.441040 -0.839901 -0.163236 0.0725 -0.0188 0.0778
H -0.327483 -0.638689 1.478419 -0.2015 -0.0214 -0.1117
H 1.085319 -1.268660 -1.334119 0.1856 0.0408 -0.1575
```
Positions in Å, forces in eV/Å.



Computed, not measured: C2H2Li2O2 as an isolated structure, with ωB97M-V/def2-TZVPD.

Results
* frontier orbital gap (spin up / spin down): 7.737 / 9.611 eV
* net charge: +1
* highest occupied orbital energy (spin up / spin down): -12.319 / -14.491 eV
* calculated total energy: -242.764323 a.u.
* 2S+1: 2
* expectation value of S²: 0.756
* energy above the lowest of the compared OMol25 structures with the same formula, charge and spin: 23.1 kJ/mol

The geometry in XYZ format:
```
8
Properties=species:S:1:pos:R:3:forces:R:3
O -0.774569 -0.079337 1.030356 -0.2929 0.3351 0.8988
C -0.509645 -0.674674 -0.085335 -0.3859 0.7264 -1.0889
C 0.665113 -0.226278 -0.763783 -0.2974 0.9266 0.1568
O 1.297903 0.722951 -0.195934 0.3951 -0.8661 -0.1540
Li 1.099595 0.216538 1.698116 -0.1432 -0.0081 -0.5225
Li -1.327927 1.732099 0.756183 0.1017 -0.5633 -0.0289
H -1.324581 -1.155271 -0.642390 0.4094 -0.4878 0.3652
H 0.874112 -0.536026 -1.797213 0.2133 -0.0627 0.3735
```
Positions in Å, forces in eV/Å.



Computed, not measured: C2H2LiNa2O2 as an isolated structure, with ωB97M-V/def2-TZVPD.

Results
* frontier orbital gap (spin up / spin down): 5.974 / 5.981 eV
* highest occupied orbital energy (spin up / spin down): -6.604 / -6.574 eV
* calculated total energy: -559.963910 a.u.
* 2S+1: 2
* expectation value of S²: 0.756
* energy above the lowest of the compared OMol25 structures with the same formula, charge and spin: 0.0 kJ/mol

The geometry in XYZ format:
```
9
Properties=species:S:1:pos:R:3:forces:R:3
O 0.454211 0.855958 -0.067555 1.0042 0.5481 0.4800
C -0.718020 0.477594 -0.607236 -0.3985 -0.2830 -0.3382
C -1.376643 -0.613435 -0.142092 0.3742 -0.1764 -0.7361
Na 2.597805 0.932781 0.018078 -0.3319 -0.2008 0.2914
Na -0.457275 0.225145 1.946396 0.2343 -0.3459 -0.3154
H -2.150971 -0.962218 -0.841635 -0.2708 0.4149 0.4906
H -0.989106 1.167493 -1.431240 -0.2636 -0.4660 -0.0457
Li 0.680165 -1.235405 -0.110038 -0.2844 0.2784 0.4496
O 1.959836 -0.847916 1.235326 -0.0633 0.2308 -0.2761
```
Positions in Å, forces in eV/Å.



Computed, not measured: an isolated ion of composition C2H2N10 and charge -2, with ωB97M-V/def2-TZVPD.

Results
* frontier orbital gap: 8.119 eV
* net charge: -2
* highest occupied orbital energy: -0.452 eV
* SMILES: NN(c1nnn[n-]1)c1nnn[n-]1
* calculated total energy: -624.878508 a.u.
* energy above the lowest of the compared OMol25 structures with the same formula, charge and spin: 0.0 kJ/mol

The geometry in XYZ format:
```
14
Properties=species:S:1:pos:R:3:forces:R:3
C -1.656330 -1.168730 -0.848282 6.6937 1.0531 -0.4486
C 0.806705 -1.714389 -0.140888 -0.7315 0.6092 0.5884
N -2.103420 -1.791650 -1.919270 0.2963 0.2708 0.1145
N 0.515302 -2.935361 0.312815 0.5578 0.4602 0.1877
N -2.533421 -0.689209 -0.045514 -0.9496 -0.1798 1.4521
N 2.038145 -1.295229 0.162767 0.1948 -1.0999 0.3142
N -3.399670 -1.719348 -1.704049 -1.8928 -1.6912 -1.1023
N 1.649148 -3.288286 0.954036 0.6681 -0.1609 -0.3884
N -3.687844 -1.154835 -0.586179 -0.2154 1.3293 0.2427
N 2.562995 -2.356959 0.855309 -0.9197 0.2024 -0.0622
N 0.103256 0.554672 -0.323879 2.6832 -0.0381 1.8312
N -0.082881 -0.812715 -0.735264 -4.2051 -1.0222 -0.9336
H -0.562418 0.804595 0.428889 -0.0084 -0.6565 -0.3433
H 1.056418 0.406900 0.237069 -2.1713 0.9234 -1.4524
```
Positions in Å, forces in eV/Å.



calculated total energy of number 10 (C2H2N10)? -624.878508 a.u.